*one*
Here is the molecule C16H25NO from the OMol25 dataset. Energies are from the ωB97M-V functional and the def2-TZVPD basis.

The geometry in XYZ format:
```
43
Properties=species:S:1:pos:R:3:lowdin_charge:R:1
C 4.185 2.634 -0.804 -0.0936
O 3.950 1.815 0.315 -0.0868
C 3.303 0.629 0.128 -0.2789
C 2.849 0.149 -1.093 -0.0218
C 2.196 -1.073 -1.154 -0.0519
C 1.981 -1.838 -0.019 -0.2596
C 1.195 -3.116 -0.074 -0.1415
C -0.251 -2.879 0.388 -0.2221
N -0.983 -1.988 -0.502 -0.0325
C -1.731 -0.910 0.130 -0.3586
C -0.818 0.214 0.642 -0.1572
C -1.539 1.414 1.251 -0.1908
C -2.222 2.294 0.203 -0.2107
C -3.658 1.887 -0.140 -0.2114
C -3.907 0.378 -0.229 -0.2030
C -2.778 -0.421 -0.879 -0.1552
C 2.450 -1.351 1.198 -0.0452
C 3.102 -0.140 1.276 0.0004
H 4.705 3.512 -0.423 0.0924
H 3.248 2.948 -1.277 0.0947
H 4.816 2.134 -1.545 0.0949
H 2.993 0.711 -2.002 0.1022
H 1.859 -1.434 -2.117 0.1152
H 1.649 -3.864 0.579 0.1151
H 1.180 -3.509 -1.092 0.1147
H -0.779 -3.842 0.410 0.1104
H -0.234 -2.488 1.413 0.1104
H -0.354 -1.590 -1.190 0.0937
H -2.264 -1.354 0.980 0.1470
H -0.142 -0.207 1.392 0.1015
H -0.192 0.559 -0.187 0.1150
H -0.791 2.016 1.774 0.1068
H -2.265 1.080 1.994 0.1150
H -2.247 3.327 0.560 0.1038
H -1.613 2.288 -0.702 0.1038
H -3.919 2.351 -1.095 0.1054
H -4.336 2.297 0.612 0.1052
H -4.828 0.228 -0.797 0.1046
H -4.085 -0.023 0.771 0.1043
H -3.194 -1.313 -1.350 0.1094
H -2.296 0.167 -1.660 0.1182
H 2.300 -1.933 2.096 0.1187
H 3.466 0.240 2.217 0.1180
```

Computed properties:
SMILES string: COc1ccc(CCNC2CCCCCC2)cc1
multiplicity: 1
orbital gap: 9.17 eV
highest occupied orbital energy: -0.3072 hartree



*two*
Here is C16H25NO as an isolated structure from the OMol25 dataset. Energies are from the ωB97M-V functional and the def2-TZVPD basis.

The geometry in XYZ format:
```
43
Properties=species:S:1:pos:R:3:lowdin_charge:R:1
C -1.034 -1.198 1.846 -0.0485
C -0.920 0.012 0.879 -0.1052
C 0.218 0.917 0.867 -0.0172
C 0.205 1.928 0.075 -0.3165
C -0.911 2.121 -0.855 0.0185
C -2.118 1.417 -0.658 -0.0336
C -2.246 0.229 0.235 -0.1674
C -3.436 -0.461 -0.116 -0.4997
H -3.372 -1.302 0.596 0.1246
C -3.580 -1.092 -1.412 -0.0768
H -4.551 -1.495 -1.408 0.0387
H -3.869 -0.150 -2.226 0.1512
H -2.727 -1.807 -1.820 0.1337
C -4.613 0.420 0.483 -0.0007
H -5.532 -0.314 0.336 0.1248
H -4.888 1.128 -0.107 -0.0020
H -4.442 0.575 1.496 0.0649
H -2.926 1.733 -1.265 0.0804
H -0.771 3.293 -1.377 0.1835
O 1.179 2.872 0.176 -0.0102
C 2.426 2.423 0.448 -0.3600
C 3.047 1.527 -0.251 -0.2751
N 2.640 0.210 -0.186 -0.1576
C 2.300 -0.607 -1.271 -0.3919
C 1.944 -1.840 -1.123 -0.2178
H 0.994 -1.929 -0.561 0.0886
H 2.051 -2.999 -1.610 0.1972
C 2.915 -2.033 0.295 -0.1516
H 3.624 -2.900 0.198 0.0871
H 2.378 -2.652 1.248 0.1449
C 3.416 -0.671 0.576 -0.2551
H 4.457 -0.745 0.290 0.1147
H 3.287 -0.453 1.691 0.1472
H 3.228 -0.889 -2.118 0.1917
H 1.532 -0.239 -2.005 0.1477
H 4.295 1.674 -0.188 0.1922
H 3.007 1.774 -1.602 0.2274
H 3.050 3.375 0.842 0.1876
H 2.392 2.059 1.567 0.1639
H 0.766 0.668 1.622 0.0661
H -1.154 -2.181 1.334 0.0821
H -2.023 -1.065 2.739 0.1797
H -0.238 -1.333 2.321 -0.0519
```

Computed properties:
multiplicity: 1
orbital gap: 8.68 eV
highest occupied orbital energy: -0.2920 hartree



Most favorable structure: *one*. The second most favorable one is 1313.1 kJ/mol above it.



*one*
Here is a 2-piece molecular cluster, C2H4O4 overall from the OMol25 dataset. Energies are from the ωB97M-V functional and the def2-TZVPD basis.

The geometry in XYZ format:
```
10
Properties=species:S:1:pos:R:3:lowdin_charge:R:1
O 1.212 -0.345 -2.640 0.0766
C 1.813 -0.155 -1.624 -0.3933
O 1.298 -0.171 -0.385 0.0529
H 2.901 -0.005 -1.613 0.1395
H 0.338 -0.348 -0.510 0.0862
O -1.706 0.538 2.566 0.0888
C -1.048 0.133 1.656 -0.3720
O -1.508 0.011 0.389 0.0567
H -0.008 -0.191 1.748 0.1350
H -2.470 0.122 0.443 0.1296
```

Computed properties:
SMILES string: O=CO.O=CO
multiplicity: 1
orbital gap: 11.58 eV
highest occupied orbital energy: -0.4035 hartree



*two*
Here is a 2-piece molecular cluster, C2H4O4 overall from the OMol25 dataset. Energies are from the ωB97M-V functional and the def2-TZVPD basis.

The geometry in XYZ format:
```
10
Properties=species:S:1:pos:R:3:lowdin_charge:R:1
O -2.714 0.695 0.691 0.2267
C -2.604 -0.130 -0.084 -0.4654
O -2.475 -1.032 -0.764 0.2271
C 1.247 -0.605 0.356 -0.1082
O 1.315 0.159 -0.838 -0.2260
O 1.027 1.449 -0.501 -0.0454
H 0.252 -1.016 0.596 0.0636
H 1.482 0.148 1.216 0.1075
H 2.209 -1.358 0.321 0.1401
H 0.262 1.690 -0.993 0.0799
```

Computed properties:
SMILES string: O=C=O.COO
multiplicity: 1
orbital gap: 10.40 eV
highest occupied orbital energy: -0.3689 hartree



Most favorable structure: *one*. The second most favorable one is 308.9 kJ/mol above it.